[1]
This record from OMol25 describes 2 unconnected molecules or ions with the total composition C9H14N at a distorted geometry. The level of theory is the ωB97M-V functional and the def2-TZVPD basis.

Geometry (Å):
C (0.8946, 1.7999, -3.0916)
C (0.4735, 1.3930, -2.0638)
C (-0.5318, -1.8973, -0.1595)
C (-0.4774, 0.8751, 1.9776)
C (-1.1935, -0.7748, -0.9005)
C (-0.9144, 1.3693, 0.6281)
C (0.9303, -1.5910, -0.2296)
C (0.8602, 0.1050, 1.5709)
C (-0.4163, 0.3927, -0.4249)
N (0.9491, -0.1275, 0.0900)
H (1.2725, 2.5054, -3.8240)
H (-0.8331, -1.7538, 0.9196)
H (-0.8804, -2.8615, -0.5198)
H (-0.2352, 1.6867, 2.7162)
H (-1.1579, 0.1493, 2.4342)
H (-1.0836, -1.0007, -1.9366)
H (-2.3016, -0.5576, -0.8358)
H (-1.9363, 1.5880, 0.4458)
H (-0.3561, 2.2947, 0.5527)
H (1.6117, -2.1705, 0.2725)
H (1.1461, -1.5575, -1.3606)
H (1.7350, 0.5431, 1.9170)
H (0.7543, -0.8533, 2.1023)
H (1.6904, 0.4435, -0.2802)

The value obtained for the total energy is -11038.54497 eV. As for the net charge: +1. The HOMO-LUMO gap is 9.92 eV. The value obtained for the LUMO energy is -4.00 eV. For the maximum force, the calculation gives 6.91 eV Å⁻¹.

Atom charges from the Mulliken analysis, given in e for atoms 1 to 4: number 1, C, carries 0.26; number 2, C, carries -1.03; number 3, C, carries -0.45; number 4, C, carries -0.64

***

[2]
This record from OMol25 describes C9H14N2O in the gas phase at a distorted geometry. The level of theory is the ωB97M-V functional and the def2-TZVPD basis.

Geometry (Å):
C (-1.6602, -2.0637, -0.0792)
C (-1.5532, -0.5435, 0.0818)
C (-1.9949, 0.2527, 1.1052)
C (-1.4387, 1.4679, 1.0201)
C (-0.5931, 1.4943, -0.0567)
C (0.0861, 2.6105, -0.6188)
C (0.4234, -0.3424, -1.5017)
C (1.5320, -0.9790, -0.8323)
C (2.2275, -0.2461, 0.3550)
H (-0.9069, -2.7287, 0.2950)
H (-1.7981, -2.3576, -1.1452)
H (-2.6352, -2.5119, 0.3536)
H (-2.8070, -0.1264, 1.7200)
H (-1.7741, 2.3182, 1.6803)
H (1.2532, 2.3327, -0.7628)
H (0.1381, 3.4894, 0.0941)
H (-0.5864, 2.7890, -1.5800)
H (-0.1804, -1.1159, -2.1822)
H (0.6748, 0.4352, -2.1558)
H (2.3267, -1.3278, -1.4969)
H (1.2268, -1.8975, -0.3503)
H (1.1024, -1.2139, 2.2314)
H (2.4528, 0.1367, 2.3381)
N (-0.5822, 0.2601, -0.5961)
N (1.9341, -0.6743, 1.8177)
O (3.1324, 0.5420, 0.2656)

The value obtained for the total energy is -14585.82507 eV. The HOMO-LUMO gap is 8.39 eV. Its SMILES is Cc1ccc(C)n1CCC(N)=O. The value obtained for the LUMO energy is 0.74 eV. For the maximum force, the calculation gives 4.63 eV Å⁻¹.

Atom charges from the Mulliken analysis, given in e for atoms 1 to 4: number 1, C, carries -1.36; number 2, C, carries 0.46; number 3, C, carries -0.49; number 4, C, carries -0.91

***

[3]
This record from OMol25 describes a molecular structure, C9H14N2O2PS at a distorted geometry. The level of theory is the ωB97M-V functional and the def2-TZVPD basis.

Geometry (Å):
C (-1.4978, 1.2972, 1.5304)
C (-2.9693, -0.4862, 0.8322)
C (-0.8588, 1.1556, 0.3019)
C (-2.6168, 0.4743, 1.7758)
C (-1.4066, 0.2488, -0.7171)
C (0.2220, 1.9500, -0.3072)
C (-3.4305, 0.5789, 2.9461)
C (3.1037, -2.1885, -1.8737)
C (2.6789, -1.1903, 0.2953)
N (-2.3531, -0.5942, -0.2912)
N (2.6199, -0.9876, -1.1545)
O (-0.8337, 0.1182, -1.8533)
O (1.3690, 1.1193, -0.6310)
P (1.3471, -0.0068, -1.7275)
S (1.8145, 0.9188, -3.5697)
H (-1.2426, 2.0933, 2.1863)
H (-3.9625, -1.0107, 0.9284)
H (-0.0969, 2.3926, -1.1985)
H (0.6564, 2.6034, 0.5192)
H (-3.0961, 1.1890, 3.8524)
H (-4.4023, 1.1517, 2.8001)
H (-3.7793, -0.4027, 3.3593)
H (2.7157, -3.2371, -1.5411)
H (2.6429, -2.1571, -2.9115)
H (4.2030, -2.3696, -1.7490)
H (3.7094, -1.5340, 0.6310)
H (2.8190, -0.2089, 0.8096)
H (2.0977, -2.0673, 0.6239)
H (0.5470, 1.1499, -3.8666)

The value obtained for the total energy is -36750.01552 eV. As for the net charge: +1. The HOMO-LUMO gap (spin up / spin down) is 5.82 / 5.39 eV. The value obtained for the LUMO energy (spin up / spin down) is -6.04 / -6.25 eV. For the maximum force, the calculation gives 5.51 eV Å⁻¹.

Atom charges from the Mulliken analysis, given in e for atoms 1 to 4: number 1, C, carries -1.01; number 2, C, carries -0.46; number 3, C, carries 0.89; number 4, C, carries 1.01

***

[4]
This record from OMol25 describes a molecular structure, C9H14N2O2S at a distorted geometry. The level of theory is the ωB97M-V functional and the def2-TZVPD basis.

Geometry (Å):
C (-0.2799, -3.8366, 0.3979)
C (0.1190, -3.6452, 1.8092)
H (1.1985, -4.0959, 2.0277)
H (-0.6349, -3.9525, 2.4432)
O (0.1157, -2.1997, 1.7918)
C (-0.8911, -1.3273, 2.1682)
O (-2.0195, -1.7127, 2.3656)
C (-0.4880, 0.0152, 2.1200)
C (-0.6980, 0.6352, 0.7565)
C (-1.9030, 0.4675, 0.1307)
S (-1.4832, 1.3499, -1.4054)
C (0.0403, 1.8252, -1.0221)
N (0.0830, 1.3145, 0.1934)
N (0.7754, 2.6085, -1.6042)
C (0.2941, 2.8588, -3.1170)
H (0.7805, 3.9793, -3.2462)
H (-0.9344, 3.0822, -3.0100)
H (0.5471, 2.2089, -3.6617)
C (2.1661, 2.6885, -1.2815)
H (2.2541, 2.6373, -0.1692)
H (2.7385, 2.1935, -2.0138)
H (2.4419, 4.0475, -1.3716)
H (-2.6367, -0.0024, 0.4132)
H (-1.1265, 0.6832, 3.0595)
H (0.6947, 0.0787, 2.3274)
H (-0.3088, -4.9971, 0.2087)
H (0.2552, -3.4170, -0.4157)
H (-1.1003, -3.4875, 0.1055)

The value obtained for the total energy is -27461.26561 eV. The HOMO-LUMO gap is 8.15 eV. The value obtained for the LUMO energy is 0.56 eV. For the maximum force, the calculation gives 18.50 eV Å⁻¹.

Atom charges from the Mulliken analysis, given in e for atoms 1 to 4: number 1, C, carries -1.45; number 2, C, carries -0.16; number 3, H, carries 0.22; number 4, H, carries 0.32

***

[5]
This record from OMol25 describes C9H14N2O3 in the gas phase at a distorted geometry. The level of theory is the ωB97M-V functional and the def2-TZVPD basis.

Geometry (Å):
N (2.5367, -2.1312, -0.0866)
O (3.4631, -1.1839, -0.4231)
C (2.8909, -0.1822, -1.2644)
O (2.2175, -0.5881, -2.2565)
O (3.0071, 1.2161, -1.0793)
C (2.3452, 1.6646, 0.1365)
C (0.7385, 1.3867, 0.1315)
C (0.2528, 0.3924, 1.2977)
C (-0.5270, -0.9185, 0.7923)
N (-1.8594, -0.4645, 0.2576)
C (-3.1264, -0.2921, 0.9440)
C (-4.1854, 0.2262, -0.0939)
C (-3.4284, 0.3717, -1.4531)
C (-1.9925, -0.1089, -1.1452)
H (2.5556, -2.9418, -0.7206)
H (2.6288, -2.4167, 0.8972)
H (2.4474, 2.8176, 0.1429)
H (2.8364, 1.2865, 1.1015)
H (0.4877, 1.0486, -0.9293)
H (0.1751, 2.3853, 0.2867)
H (1.1484, 0.0782, 1.9410)
H (-0.4977, 0.9763, 1.9588)
H (0.0464, -1.5655, 0.0489)
H (-0.7358, -1.5730, 1.7121)
H (-3.3165, -0.5192, 2.0564)
H (-5.2830, 0.4770, 0.0568)
H (-3.7549, 0.7321, -2.4793)
H (-1.0707, -0.1737, -1.8307)

The value obtained for the total energy is -18676.45724 eV. The HOMO-LUMO gap is 8.30 eV. Its SMILES is NOC(=O)OCCCCn1cccc1. The value obtained for the LUMO energy is 0.58 eV. For the maximum force, the calculation gives 5.62 eV Å⁻¹.

Atom charges from the Mulliken analysis, given in e for atoms 1 to 4: number 1, N, carries -0.41; number 2, O, carries -0.25; number 3, C, carries 0.74; number 4, O, carries -0.52

***

[6]
This record from OMol25 describes C9H14N2O4S in the gas phase. The level of theory is the ωB97M-V functional and the def2-TZVPD basis.

Geometry (Å):
O (-1.8267, -2.3808, 0.6848)
S (-0.9619, -1.5052, -0.0394)
O (-0.7430, -1.7235, -1.4370)
N (0.5008, -1.4634, 0.7286)
H (0.4754, -1.8743, 1.6435)
C (1.7387, -1.5592, -0.0116)
C (2.5626, -0.3169, 0.1401)
C (2.7435, 0.5287, 1.1958)
C (3.6176, 1.5480, 0.7424)
C (3.9027, 1.2442, -0.5512)
O (3.2648, 0.1211, -0.9252)
H (4.5209, 1.7236, -1.2834)
H (3.9803, 2.3827, 1.3057)
H (2.3060, 0.4378, 2.1681)
H (1.4708, -1.6785, -1.0655)
H (2.3122, -2.4409, 0.2991)
N (-1.4928, 0.0569, 0.2417)
C (-2.9218, 0.2080, 0.0280)
H (-3.4244, -0.5430, 0.6358)
C (-3.3186, 1.6249, 0.4444)
H (-4.3731, 1.8078, 0.2335)
O (-2.5973, 2.5881, -0.2878)
C (-1.2109, 2.4318, -0.1056)
H (-0.7332, 3.1963, -0.7203)
C (-0.7452, 1.0351, -0.5226)
H (0.3114, 0.9002, -0.2934)
H (-0.9070, 0.8864, -1.5993)
H (-0.9521, 2.5923, 0.9516)
H (-3.1271, 1.7519, 1.5198)
H (-3.1738, 0.0497, -1.0304)

The value obtained for the total energy is -31564.04683 eV. The HOMO-LUMO gap is 9.55 eV. Its SMILES is O=S(=O)(NCc1ccco1)N1CCOCC1. The value obtained for the LUMO energy is 0.66 eV. For the maximum force, the calculation gives 0.87 eV Å⁻¹.

Atom charges from the Mulliken analysis, given in e for atoms 1 to 4: number 1, O, carries -0.72; number 2, S, carries 1.16; number 3, O, carries -0.64; number 4, N, carries -0.26

***

[7]
This record from OMol25 describes a gas-phase ion, C9H14N3 (charge +1) at a distorted geometry. The level of theory is the ωB97M-V functional and the def2-TZVPD basis.

Geometry (Å):
C (-2.5578, -1.7905, 0.7063)
C (-1.6925, -2.0241, 1.7001)
C (-2.2504, -1.1178, -0.4964)
C (-0.3757, -1.6229, 1.6106)
C (-0.9304, -0.5980, -0.5393)
C (-0.0017, -0.8773, 0.4741)
C (-0.6908, 0.5593, -1.4871)
C (-0.5999, 1.8201, -0.5693)
C (0.7377, 2.0418, -0.0286)
N (1.7882, -0.5578, -1.0425)
N (2.2218, -0.4245, 1.2011)
N (1.2502, -0.3898, 0.2273)
H (-3.6211, -2.1611, 0.6929)
H (-1.9798, -2.4220, 2.7863)
H (-2.9061, -1.1475, -1.3268)
H (0.2185, -1.6656, 2.4796)
H (0.3367, 0.5391, -2.1179)
H (-1.5760, 0.6162, -2.1883)
H (-0.7146, 2.6739, -1.2554)
H (-1.4124, 1.7435, 0.1457)
H (1.4657, 2.1729, -0.7792)
H (1.0232, 2.2387, 1.0264)
H (1.7244, -1.4489, -1.4692)
H (2.6486, -0.0639, -1.1507)
H (1.6703, -0.6738, 2.0843)
H (2.7127, 0.4565, 1.4378)

The value obtained for the total energy is -14018.59469 eV. As for the net charge: +1. The HOMO-LUMO gap (spin up / spin down) is 6.35 / 7.65 eV. The value obtained for the LUMO energy (spin up / spin down) is -5.76 / -4.75 eV. For the maximum force, the calculation gives 5.20 eV Å⁻¹.

Atom charges from the Mulliken analysis, given in e for atoms 1 to 4: number 1, C, carries -0.47; number 2, C, carries -0.65; number 3, C, carries -1.04; number 4, C, carries -0.53

***

[8]
This record from OMol25 describes 2 unconnected molecules or ions with the total composition C9H14N3O at a distorted geometry. The level of theory is the ωB97M-V functional and the def2-TZVPD basis.

Geometry (Å):
C (1.0236, 3.2139, -0.4457)
C (0.9677, 2.8340, 0.9114)
C (0.9413, 2.0330, -1.1855)
C (0.9794, 1.4578, 1.0500)
C (-1.8744, 0.0467, -0.1487)
C (0.4782, -2.9058, 0.1560)
C (1.6001, -2.6587, -0.6534)
C (1.0944, -1.5214, 0.2287)
C (0.7575, -0.2905, -0.5678)
N (0.9760, 0.9897, -0.2555)
N (-1.8574, 1.3004, -0.3212)
N (-2.7225, -0.7402, 0.4815)
O (-2.7984, 2.2474, 0.3030)
H (1.1163, 4.2554, -0.7996)
H (1.2562, 3.5999, 1.6940)
H (0.9113, 1.7741, -2.1723)
H (0.9589, 0.8216, 1.8507)
H (-0.5039, -3.3296, -0.2316)
H (0.7045, -3.4782, 0.9553)
H (2.5186, -3.1738, -0.5144)
H (1.4035, -2.3172, -1.6546)
H (1.6982, -1.3446, 1.1164)
H (0.5620, -0.3555, -1.6592)
H (-1.2227, 1.9203, -0.7876)
H (-2.7525, -1.7805, 0.4620)
H (-3.6579, -0.3575, 0.8332)
H (-3.6238, 2.2986, -0.1890)

The value obtained for the total energy is -16065.42393 eV. As for the net charge: +1. The HOMO-LUMO gap is 7.44 eV. The value obtained for the LUMO energy is -4.68 eV. For the maximum force, the calculation gives 4.31 eV Å⁻¹.

Atom charges from the Mulliken analysis, given in e for atoms 1 to 4: number 1, C, carries -0.11; number 2, C, carries -0.64; number 3, C, carries -0.94; number 4, C, carries -0.13

***

[9]
This record from OMol25 describes a molecular structure, C9H14N3S at a distorted geometry. The level of theory is the ωB97M-V functional and the def2-TZVPD basis.

Geometry (Å):
C (3.3259, -0.5437, 1.5818)
C (3.0203, 0.6150, 1.1664)
C (3.4772, -1.5319, 0.6351)
C (2.8805, -1.2385, -0.5852)
C (-0.0974, -0.8502, -1.0241)
C (-0.0127, 1.5971, -0.3365)
C (-1.4627, -0.9249, -0.2922)
C (-1.2235, 1.2918, 0.6264)
C (-3.4011, 0.1372, 0.8037)
N (2.8362, 1.4065, 0.2230)
N (0.6607, 0.3249, -0.6566)
N (-2.1968, 0.3544, -0.0112)
S (2.3580, 0.4020, -1.0308)
H (4.0322, -2.3408, 0.8704)
H (3.2062, -1.7371, -1.5481)
H (0.6634, -1.5830, -0.8203)
H (-0.2932, -0.8445, -2.2106)
H (-0.1794, 2.0071, -1.3339)
H (0.8354, 2.2527, 0.0955)
H (-1.9096, -1.6281, -1.0168)
H (-1.2580, -1.2749, 0.7706)
H (-0.7186, 0.9860, 1.4616)
H (-1.5058, 2.3254, 0.6986)
H (-3.0728, 0.2279, 1.7990)
H (-4.1740, 0.8851, 0.5058)
H (-3.5061, -0.9459, 0.6161)
H (-2.2843, 0.6306, -0.9876)

The value obtained for the total energy is -24850.60573 eV. As for the net charge: +1. The HOMO-LUMO gap is 8.10 eV. The value obtained for the LUMO energy is -3.02 eV. For the maximum force, the calculation gives 5.40 eV Å⁻¹.

Atom charges from the Mulliken analysis, given in e for atoms 1 to 4: number 1, C, carries -0.59; number 2, C, carries 0.68; number 3, C, carries -0.37; number 4, C, carries -0.48